Entry from the Open Molecules 2025 dataset: the molecule C5H5NO at a distorted geometry (ωB97M-V with the def2-TZVPD basis set).

Element x y z (Å)
C  0.87958  0.01990  0.41174
N  0.69228  1.40222  0.70444
C  -1.22286  -0.46239  0.44567
C  -1.66851  -1.02445  -0.66279
C  -0.45972  -0.49810  -1.19744
C  0.78913  -0.20094  -1.15393
O  1.55764  -0.76080  1.07330
H  1.29496  2.01965  0.17629
H  0.70875  1.56333  1.70503
H  -1.65399  -0.23332  1.40817
H  -2.54445  -1.47534  -1.09774
H  1.62719  -0.34977  -1.81273

Properties
HOMO level ... -8.65 eV
LUMO energy ... 0.22 eV
SMILES ... NC(=O)C=C1C=C1
Frontier orbital gap ... 8.862 eV

natural (NBO) population analysis, charges in e, atoms 1 to 2: 0.670, -0.884

=====

Entry from the Open Molecules 2025 dataset: a cluster of 3 separate species, C20H33BClFN2O10PS2 in total at a distorted geometry (ωB97M-V with the def2-TZVPD basis set).

Element x y z (Å)
C  -0.80975  5.69728  0.72682
C  -0.89840  5.65867  -0.94242
N  -1.01473  6.87707  -1.57409
C  -0.83681  4.20787  -1.77264
C  -1.15492  3.04571  -0.65240
C  -0.00439  2.06483  0.04559
C  1.53780  2.27791  -0.48516
O  2.07064  3.51682  -0.30909
O  2.35021  1.22904  -1.17848
P  1.47572  0.58107  -2.54763
O  0.86645  1.81318  -3.64689
O  0.08802  -0.40049  -2.08989
S  2.69993  -0.62030  -3.54377
C  -0.45112  0.95222  1.21159
C  0.66194  0.00471  1.95415
C  0.39847  -1.60847  1.82966
C  1.87346  -2.29350  1.43898
Cl  -0.06676  -2.41315  3.47604
C  -2.08099  0.93260  1.56392
S  -2.80746  -0.23603  2.87947
N  -3.10426  1.84001  0.86992
B  -4.61374  1.75517  1.20011
O  -5.48415  1.30990  0.06990
O  -5.16305  2.08963  2.53579
C  -2.71184  2.86455  -0.17168
F  -3.77001  3.72591  -0.77756
H  -1.87759  5.31934  1.09964
H  -0.59921  6.79792  1.09800
H  0.02806  4.97117  1.10556
H  -1.08521  6.67292  -2.60870
H  -1.67323  4.22671  -2.59613
H  0.22590  4.12959  -2.25996
H  0.40909  1.26985  -4.38136
H  -0.76576  0.10369  -2.32399
H  0.82813  0.32125  3.08701
H  1.70790  0.21656  1.41980
H  -0.32368  -1.92543  0.95444
H  2.65446  -1.94690  2.26283
H  2.20988  -2.03924  0.34285
H  1.72798  -3.46442  1.61672
H  -2.91787  -1.50137  2.27860
H  -5.00884  1.41544  -0.81232
H  -6.05812  1.60345  2.60820
O  -2.57061  -3.22227  4.31985
C  -2.87886  -3.20404  5.51146
O  -2.08235  -3.79200  6.43120
C  -2.25429  -3.67268  7.85600
C  -3.25239  -4.69281  8.36735
C  -4.18441  -2.61214  5.95258
H  -2.51516  -2.64806  8.13669
H  -1.27498  -3.87482  8.30335
H  -4.24392  -4.53882  7.93340
H  -3.33851  -4.63593  9.45599
H  -2.94030  -5.70496  8.09011
H  -4.97794  -3.35139  5.81673
H  -4.39570  -1.73560  5.33114
H  -4.18357  -2.26049  6.98192
O  5.34676  -4.28808  -6.84481
C  5.53828  -3.10302  -7.11731
O  5.59878  -2.17808  -6.13402
C  5.99552  -0.80710  -6.32597
C  4.81857  0.03916  -6.76981
C  5.61562  -2.65168  -8.54550
H  6.84860  -0.73572  -7.00704
H  6.34748  -0.44818  -5.35266
H  4.42303  -0.29444  -7.73284
H  5.11097  1.08893  -6.86077
H  3.99883  -0.03794  -6.04816
H  4.60320  -2.51932  -8.93554
H  6.12940  -3.42476  -9.12647
H  6.18583  -1.73645  -8.68828

Properties
HOMO level ... -11.33 eV
LUMO energy ... -5.90 eV
Total charge ... +1
Frontier orbital gap ... 5.430 eV

Löwdin population analysis, charges in e, atoms 1 to 2: -0.061, -0.294

=====

Entry from the Open Molecules 2025 dataset: a cluster of 2 separate species, C4H5N in total at a distorted geometry (ωB97M-V with the def2-TZVPD basis set).

Element x y z (Å)
C  0.20069  -1.81823  2.04280
C  -0.75576  0.05743  0.05809
C  0.54876  -0.31750  -0.42864
C  0.36409  -0.04610  0.94543
N  0.01176  -2.90000  2.33257
H  -1.31047  0.97557  -0.09129
H  -1.46088  -0.72233  0.19989
H  0.47796  -1.34083  -0.64651
H  1.15884  0.21382  -1.11584
H  0.75426  0.75311  1.62834

Properties
HOMO level ... -11.45 eV
LUMO energy ... -0.11 eV
Frontier orbital gap ... 11.338 eV

natural (NBO) population analysis, charges in e, atoms 1 to 2: 0.166, -0.463

=====

Entry from the Open Molecules 2025 dataset: the molecule C7H13OP at a distorted geometry (ωB97M-V with the def2-TZVPD basis set).

Element x y z (Å)
C  3.16334  -0.66593  -0.19075
C  0.39953  2.20535  2.12711
C  2.08783  -0.21670  -0.79171
C  0.72917  2.11397  0.90171
C  -2.12281  0.05069  0.03688
C  -1.17146  -1.82229  -1.04445
C  -0.89470  -0.37456  -0.74382
O  0.74169  -0.83931  1.65020
P  0.67443  -0.06309  0.42235
H  4.18461  -0.85163  -0.60427
H  2.93622  -0.86747  0.92079
H  0.05867  3.21255  2.51201
H  0.37551  1.33946  2.74045
H  1.89117  0.22609  -1.73425
H  0.79598  2.80697  0.16727
H  -2.48243  -0.86698  0.73455
H  -1.88374  0.96305  0.64389
H  -3.00433  0.20846  -0.54563
H  -1.12602  -2.29353  -0.03178
H  -0.40495  -2.26149  -1.66831
H  -2.03816  -2.15497  -1.67955
H  -0.69326  0.30561  -1.60946

Properties
HOMO level ... -9.21 eV
LUMO energy ... 0.93 eV
SMILES ... C=CP(=O)(C=C)C(C)C
Frontier orbital gap ... 10.136 eV

natural (NBO) population analysis, charges in e, atoms 1 to 2: -0.347, -0.412